No. 1
Density functional theory data (the ωB97M-V functional and the def2-TZVPD basis) for 2 unconnected molecules or ions with the total composition C11H25N4O2.

Values from the calculation:
total charge: +1
F_max: 0.1417 Eh/bohr
frontier orbital gap: 7.39 eV
HOMO level: -11.1 eV
lowest unoccupied orbital energy: -3.67 eV
relative energy (zero: lowest compared OMol25 entry of this formula, charge and spin): 130.5 kcal per mole

Geometry as XYZ:
```
42
Properties=species:S:1:pos:R:3:forces:R:3
C 0.12270 4.40177 3.35451 0.3 0.0 -0.7
N -1.00359 3.62959 2.68577 0.1 -1.2 1.4
C -1.02268 2.21039 3.20357 -0.1 1.1 -0.5
N 0.32947 1.64210 2.82633 0.3 -0.7 -0.3
C 1.06761 0.93316 3.85326 4.2 0.0 -6.0
C 2.35145 0.58639 3.04701 -3.5 1.3 1.4
N 2.21332 1.10362 1.70912 -3.2 0.8 1.9
C 0.93052 1.76186 1.51661 1.7 -2.1 4.8
H 1.03775 4.40817 2.64938 -1.5 0.2 1.1
H -0.25565 5.46727 3.49116 0.8 -1.5 0.1
H 0.47218 3.89118 4.31623 -0.6 1.0 -1.0
H -1.90376 4.03468 2.97891 0.6 -0.1 -0.3
H -1.86760 1.59441 2.74956 1.2 0.9 0.4
H -1.12028 2.19742 4.34400 0.4 -0.3 -1.5
H 0.79595 0.70078 4.93676 0.2 0.6 -2.0
H 3.24361 0.02693 3.47214 -1.2 1.0 -1.2
H 2.91448 1.03632 0.96030 -0.5 -0.2 0.6
H 0.48134 2.29604 0.60992 0.9 -1.0 1.7
C -0.50804 -2.15642 -5.02600 0.0 0.3 0.0
O -1.11279 -1.20474 -4.16083 0.0 -0.5 0.0
C -2.20007 -1.74856 -3.40911 0.0 0.5 0.3
C -1.85076 -1.76866 -1.92090 0.2 -0.3 -0.4
N -0.81879 -2.76794 -1.63874 -0.1 0.3 0.2
C -0.27513 -2.67810 -0.28360 0.1 -0.1 -0.3
C 0.52641 -1.41509 0.06724 0.1 -0.5 0.3
O 1.75018 -1.30314 -0.65229 -0.3 0.5 0.2
C 1.63700 -0.66239 -1.91667 0.4 -0.1 0.0
H 0.23985 -1.63757 -5.62746 -0.1 0.0 0.1
H -0.00788 -2.94103 -4.45245 0.0 -0.2 -0.1
H -1.24940 -2.59718 -5.69829 0.1 -0.1 0.0
H -2.49377 -2.74246 -3.76342 0.2 0.0 0.1
H -3.05277 -1.07840 -3.55832 0.0 -0.1 0.0
H -2.74965 -2.00401 -1.34298 0.1 0.0 0.0
H -1.51226 -0.76356 -1.64346 -0.2 0.2 0.0
H -0.05716 -2.65024 -2.29879 -0.2 -0.1 0.0
H 0.38662 -3.54033 -0.15628 0.0 0.1 0.1
H -1.09052 -2.79967 0.43790 0.0 0.1 -0.1
H 0.80995 -1.49106 1.12330 0.0 -0.1 0.0
H -0.06587 -0.49605 -0.01760 -0.1 0.0 -0.3
H 0.84968 0.09698 -1.93131 -0.1 -0.1 0.0
H 1.46844 -1.39922 -2.70285 -0.2 0.2 -0.1
H 2.58993 -0.17325 -2.13165 0.0 0.0 0.1
```
Forces are in eV/Å.

---

No. 2
Density functional theory data (the ωB97M-V functional and the def2-TZVPD basis) for a gas-phase ion, CH4NO (charge -1).

Values from the calculation:
total charge: -1
F_max: 0.0901 Eh/bohr
frontier orbital gap: 6.98 eV
HOMO level: -1.7 eV
lowest unoccupied orbital energy: 5.32 eV
relative energy (zero: lowest compared OMol25 entry of this formula, charge and spin): 27.3 kcal per mole

Geometry as XYZ:
```
7
Properties=species:S:1:pos:R:3:forces:R:3
N -0.40021 -1.21869 0.25538 1.7 0.1 -0.4
C -0.24732 0.20277 -0.35349 2.1 3.2 -2.6
O 0.60647 1.16532 0.16491 -1.0 -1.3 1.7
H -0.06782 -1.22250 1.24487 -0.6 0.8 -0.7
H 0.40816 -1.76686 -0.16186 -1.3 0.9 0.3
H -1.22756 0.79522 -0.69848 0.6 -2.0 1.3
H 0.32086 0.18575 -1.37054 -1.4 -1.8 0.4
```
Forces are in eV/Å.

---

No. 3
Density functional theory data (the ωB97M-V functional and the def2-TZVPD basis) for a molecular structure, C8H24AlFO4.

Values from the calculation:
total charge: +2
F_max: 0.0330 Eh/bohr
frontier orbital gap: 1.52 eV
HOMO level: -15.0 eV
lowest unoccupied orbital energy: -13.46 eV
relative energy (zero: lowest compared OMol25 entry of this formula, charge and spin): 96.0 kcal per mole

Geometry as XYZ:
```
38
Properties=species:S:1:pos:R:3:forces:R:3
Al -5.88988 0.01311 5.67979 0.0 -0.1 0.1
F -6.05113 -4.05975 8.05719 0.1 0.2 -0.1
C -11.46110 4.47996 6.79885 -0.3 0.0 -0.5
C -10.14135 4.53203 5.97726 -0.4 0.6 0.8
O -9.13543 4.09695 6.86546 0.7 -0.8 -0.6
H -11.32077 5.01721 7.73682 0.0 0.1 -0.1
H -11.77168 3.46714 7.05545 0.4 -0.1 -0.1
H -12.30678 4.91652 6.26751 0.2 0.3 -0.1
H -9.89588 5.56138 5.71595 -0.4 0.4 -0.1
H -10.11351 3.99138 5.03120 -0.1 -0.5 0.4
H -9.00637 4.78016 7.52741 0.0 0.1 0.2
C -0.72764 -2.99246 8.86913 1.3 -0.6 1.0
C -0.79440 -2.81304 7.38110 -0.6 0.0 -0.6
O -1.12043 -1.47702 7.16969 -1.0 0.5 -0.9
H 0.10057 -2.41575 9.28093 -0.1 0.3 0.1
H -0.38281 -4.01513 9.02191 -0.4 -0.3 0.2
H -1.65958 -2.74676 9.37828 0.1 -0.2 -0.2
H -1.56938 -3.44284 6.94422 -0.2 0.3 0.0
H 0.12709 -3.06130 6.85448 0.5 -0.1 0.3
H -0.42232 -0.87907 7.44664 0.4 0.0 0.2
C -0.01751 -0.50339 0.96255 0.3 -0.4 -0.5
C -0.52845 0.68090 1.76662 0.4 0.0 0.4
O -1.93292 0.50738 1.89748 0.1 0.3 0.5
H -0.37237 -0.37317 -0.05981 0.1 -0.4 -0.1
H -0.38286 -1.44061 1.38236 -0.4 0.1 0.0
H 1.06009 -0.66569 0.93926 0.2 0.7 0.0
H -0.35845 1.64652 1.29042 0.3 0.0 -0.4
H -0.04260 0.75068 2.73985 -0.4 -0.2 0.2
H -2.27184 0.69141 1.01835 -0.4 0.0 -0.2
C -12.70014 -3.34642 5.61748 -0.2 0.4 0.0
C -11.38681 -3.02641 4.86006 -0.5 -0.8 0.8
O -11.00020 -1.69014 5.07686 0.6 -0.6 0.0
H -13.56818 -2.78495 5.27202 0.1 0.0 -0.3
H -12.56349 -3.05134 6.65785 0.2 -0.1 0.0
H -12.96590 -4.40337 5.59906 0.3 0.0 -0.3
H -11.43396 -3.25659 3.79569 -0.5 0.2 -0.5
H -10.64566 -3.74650 5.20685 0.5 0.6 0.3
H -11.70098 -1.12415 4.74497 -0.3 0.2 -0.1
```
Forces are in eV/Å.